{"formula": "C7H26N5O9P3", "method": "ωB97M-V/def2-TZVPD", "elements": ["N", "P", "O", "P", "C", "O", "C", "O", "C", "C", "O", "C", "C", "N", "N", "N", "P", "O", "O", "O", "H", "H", "H", "H", "H", "H", "H", "H", "H", "H", "H", "H", "H", "H", "H", "H", "H", "H", "H", "H", "H", "H", "H", "C", "N", "O", "O", "H", "H", "H"], "positions_angstrom": [[-3.202, 1.302, -0.995], [-1.843, 0.282, -0.863], [-1.278, 0.244, -2.427], [-0.102, 1.408, 0.186], [-1.120, 1.509, 1.765], [-0.704, 0.606, 2.755], [-0.933, -0.745, 2.529], [0.310, -1.351, 2.281], [0.211, -2.654, 1.718], [0.477, -2.612, 0.231], [0.760, -3.937, -0.196], [0.220, 2.664, -1.147], [-0.622, 3.964, -1.112], [-1.105, 4.258, 0.243], [-1.755, 3.867, -2.000], [0.230, 5.112, -1.510], [1.817, 2.185, 1.196], [2.958, 1.865, 0.323], [1.663, 3.782, 1.432], [2.054, 1.626, 2.679], [-4.075, 0.817, -0.850], [-3.177, 2.191, -0.523], [-1.422, -0.638, -2.782], [0.588, 0.200, 0.008], [-2.189, 1.409, 1.559], [-0.967, 2.504, 2.176], [-1.622, -0.909, 1.692], [-1.370, -1.158, 3.444], [0.953, -3.289, 2.202], [-0.777, -3.072, 1.924], [-0.412, -2.228, -0.283], [1.309, -1.928, 0.041], [0.869, -3.927, -1.150], [0.145, 2.170, -2.116], [1.256, 2.981, -1.056], [-0.769, 5.176, 0.519], [-2.115, 4.341, 0.207], [-1.520, 3.371, -2.852], [-2.021, 4.811, -2.265], [0.989, 5.220, -0.841], [0.662, 4.909, -2.406], [0.762, 3.954, 1.744], [2.841, 1.065, 2.642], [2.404, -7.547, -0.685], [1.493, -7.085, -1.768], [0.735, -7.890, -2.263], [1.570, -5.912, -2.069], [2.225, -8.601, -0.515], [3.420, -7.360, -1.018], [2.178, -6.949, 0.193]], "atomic_forces_ev_per_a": [[0.1, -0.3, 0.4], [-0.5, -0.3, 0.0], [0.4, 0.1, -0.2], [-0.5, 0.2, -0.2], [0.1, 0.1, 0.2], [-0.1, 0.2, 0.2], [0.0, -0.2, 0.2], [0.1, 0.0, -0.2], [-0.1, 0.1, 0.3], [-0.3, -0.1, -0.2], [0.0, 0.2, 0.1], [0.0, 0.1, -0.1], [0.5, 0.4, -0.2], [0.0, 0.1, 0.2], [0.0, 0.1, 0.0], [-0.3, -0.2, 0.2], [0.0, -0.1, 0.2], [0.4, 0.0, -0.4], [-0.2, 0.1, 0.1], [0.2, 0.0, 0.2], [0.0, 0.1, 0.1], [-0.1, 0.2, -0.3], [0.0, 0.0, -0.1], [0.2, 0.0, -0.1], [0.0, -0.1, -0.2], [0.0, 0.0, 0.0], [0.0, 0.0, -0.1], [0.0, 0.0, 0.0], [0.1, 0.0, 0.0], [0.0, -0.2, 0.0], [0.1, 0.1, 0.0], [0.1, -0.1, 0.0], [0.1, -0.2, 0.0], [-0.2, -0.1, 0.0], [0.1, -0.2, 0.1], [0.0, 0.0, 0.0], [0.0, -0.1, 0.0], [-0.1, -0.2, 0.1], [-0.1, 0.0, 0.0], [0.1, -0.1, -0.1], [0.0, 0.0, 0.0], [0.1, 0.2, 0.0], [0.0, -0.1, 0.2], [0.0, -0.1, 0.0], [-0.1, 0.0, 0.1], [0.1, 0.1, 0.0], [0.0, 0.0, -0.2], [0.0, 0.0, 0.0], [0.0, 0.1, 0.0], [0.0, 0.1, 0.0]], "multiplicity": 1, "max_force_ev_per_a": 0.7, "e_tot_ev": -61422.8395, "smiles": "NP(O)[PH](COCOCCO)(CC(N)(N)N)P(=O)(O)O.C[N+](=O)[O-]"}